C3H5KO3 as an isolated structure, computed with ωB97M-V/def2-TZVPD.

Element x y z (Å)
H -1.0443 0.0603 1.9422
C -0.0931 0.5563 1.6270
C -0.0038 0.9198 0.1593
O -0.0821 -0.2723 -0.6206
C -0.2666 -0.2069 -1.9257
O -0.3519 -1.4463 -2.3182
H 0.0006 1.4267 2.2988
H 0.8998 1.6067 0.2717
H -0.7945 1.5930 -0.1915
H -0.5512 -1.4860 -3.2622
K 1.4225 -2.2919 0.2733
O 0.8647 -0.4596 1.7458

Results
Gap between HOMO and LUMO (spin up / spin down)   9.587 / 6.735 eV
2S+1   2
Total charge   +1



C3H5LiO3Pt as an isolated structure, computed with ωB97M-V/def2-TZVPD.

Element x y z (Å)
H 1.0449 -2.0063 2.0700
O -0.4637 -0.3977 -1.4900
C -0.9284 0.6274 -0.6451
C -0.0083 0.8782 0.5249
O -0.0139 -0.3133 1.4028
C 1.0028 -1.0270 1.5175
O 2.1089 -0.8879 0.9452
Pt -1.2361 -1.8448 -1.5398
Li 0.7829 0.1997 -2.7361
H -1.9382 0.4176 -0.2571
H -1.0000 1.5901 -1.1804
H -0.3823 1.6869 1.1598
H 1.0313 1.0771 0.2281

Results
Gap between HOMO and LUMO (spin up / spin down)   10.530 / 8.614 eV
2S+1   4
Total charge   +3



C3H5LuO4 as an isolated structure, computed with ωB97M-V/def2-TZVPD.

Element x y z (Å)
O -3.2707 -1.6951 -0.7154
C -3.3109 -0.4913 -1.1329
C -1.6700 -2.0284 -0.1908
O -4.1966 0.3416 -1.1071
O -2.0234 0.0510 -1.1752
C -1.0287 -0.7499 -0.5004
H -1.2988 -2.8897 -0.7497
H -1.8562 -2.2241 0.8683
H -0.1785 -0.7599 -1.1881
H -0.4984 0.2316 0.3452
O -0.7542 2.0354 0.4342
H 0.0101 2.5826 0.6198
Lu -2.2506 2.4132 -0.9988

Results
Gap between HOMO and LUMO   7.447 eV
2S+1   1
Total charge   +2



The molecule C3H5N, computed with ωB97M-V/def2-TZVPD.

Element x y z (Å)
C -0.4039 -1.5906 0.4857
C 0.1239 -0.3653 0.3521
N -0.6051 0.8524 -0.0109
C 0.0508 1.6525 -0.7105
H 0.1196 -2.4104 1.0558
H -1.4478 -1.8440 0.1763
H 1.1590 -0.1559 0.7107
H -0.1428 2.2177 -1.5858
H 1.1463 1.6437 -0.4736

Results
Gap between HOMO and LUMO   9.838 eV
2S+1   1
SMILES string   C=CN=C



The molecule C3H5N, computed with ωB97M-V/def2-TZVPD.

Element x y z (Å)
C 1.7800 1.1999 0.3342
C 0.8997 0.3934 0.2379
C -0.3369 -0.4205 0.3241
N -0.9279 -0.7264 -0.9216
H 2.6234 1.8633 0.3155
H -0.9270 0.2174 1.0178
H -0.1189 -1.3635 0.7739
H -1.2613 0.1664 -1.3773
H -1.7311 -1.3300 -0.7046

Results
Gap between HOMO and LUMO   10.489 eV
2S+1   1
SMILES string   C#CCN



The molecule C3H5N, computed with ωB97M-V/def2-TZVPD.

Element x y z (Å)
C 0.1626 0.9489 -1.5623
C 0.2851 -0.1654 -0.4962
C 0.7877 -0.4108 0.8667
N -0.0927 -0.5025 -1.6198
H -0.8208 1.6528 -1.3642
H 0.8854 1.3704 -2.3640
H 0.1626 -0.9433 1.4592
H 0.9979 0.4467 1.3549
H 1.7053 -1.0682 0.9320

Results
Gap between HOMO and LUMO (spin up / spin down)   6.236 / 8.141 eV
2S+1   3



A 2-piece molecular cluster, C3H5N2 overall, computed with ωB97M-V/def2-TZVPD.

Element x y z (Å)
C -1.4163 0.2863 -0.0644
C 0.3715 -1.3751 0.1700
C -3.4508 1.5301 0.0452
N -2.5568 0.6472 0.0925
N 1.6058 -1.0651 0.0058
H -0.0676 -1.2560 1.0847
H -0.2389 -1.9896 -0.5680
H -4.0851 1.7064 -0.8792
H 2.1031 -0.6159 0.7499
H 2.1437 -1.1151 -0.8230

Results
Gap between HOMO and LUMO (spin up / spin down)   7.366 / 7.455 eV
2S+1   1
Total charge   +1



C3H5N2 as an isolated structure, computed with ωB97M-V/def2-TZVPD.

Element x y z (Å)
C 0.9992 0.1143 -0.4266
C 0.4876 -0.5222 0.8847
C -0.3453 -0.5110 -0.3436
N -2.3141 1.7149 -0.0080
N -1.6199 0.8706 -0.2253
H 1.1569 1.2530 -0.4248
H 1.5052 -0.3696 -1.1663
H 0.8664 -1.5056 1.1837
H 0.2082 0.1201 1.6898
H -0.9442 -1.1643 -1.1635

Results
Gap between HOMO and LUMO   11.529 eV
2S+1   1
Total charge   +1